Record 1
{"formula": "C39H59N6O2", "method": "the ωB97M-V functional and the def2-TZVPD basis", "charge": 1, "lumo_energy_ev": -3.13, "gap_ev": 7.64, "e_homo_ev": -10.77, "e_tot_ha": -2000.13944, "species": ["C", "C", "C", "C", "C", "C", "C", "C", "C", "C", "C", "C", "C", "C", "C", "C", "C", "C", "O", "N", "O", "N", "C", "H", "H", "H", "H", "H", "H", "H", "H", "H", "H", "H", "H", "H", "H", "H", "H", "H", "H", "H", "H", "H", "H", "H", "H", "H", "H", "H", "H", "H", "H", "H", "H", "H", "H", "H", "H", "H", "H", "H", "N", "C", "C", "C", "C", "C", "H", "H", "H", "H", "H", "N", "C", "C", "C", "C", "C", "H", "H", "H", "H", "H", "N", "C", "C", "C", "C", "C", "H", "H", "H", "H", "H", "N", "C", "C", "C", "C", "C", "H", "H", "H", "H", "H"], "coordinates": [[3.487673, -1.762172, 2.873611], [3.280950, -3.066189, 2.076389], [2.721954, -2.824850, 0.663559], [3.815378, -2.543203, -0.383794], [3.606247, -1.314375, -1.294450], [2.167015, -1.039106, -1.782431], [1.630735, 0.338526, -1.380227], [1.603652, 0.628138, 0.115943], [1.023994, 2.017459, 0.451608], [-0.341965, 2.001991, 1.153910], [-1.340933, 0.973076, 0.606374], [-2.765314, 1.515782, 0.471374], [-3.659842, 0.544273, -0.316465], [-5.143832, 0.615074, 0.094620], [-5.441127, -0.368300, 1.259400], [-6.792542, -1.084522, 1.152422], [-7.010113, -1.782151, -0.206450], [-6.950243, -3.290528, -0.158081], [-5.767301, -3.671865, 0.532870], [-5.964190, -5.051170, 1.057503], [-5.097232, -5.727153, 0.740563], [-6.040413, -1.223661, -1.213589], [-6.039511, 0.270905, -1.097187], [3.179111, -1.878945, 3.912496], [4.529017, -1.437514, 2.850965], [2.888166, -0.951733, 2.452074], [4.245047, -3.567850, 1.966488], [2.604413, -3.729159, 2.617590], [1.984652, -2.022388, 0.691986], [2.172508, -3.724607, 0.369653], [3.983219, -3.421222, -1.010789], [4.754334, -2.380280, 0.154970], [4.022973, -0.430278, -0.806611], [4.225558, -1.471181, -2.180858], [2.187403, -1.056161, -2.875789], [1.475322, -1.832068, -1.482842], [2.268914, 1.087421, -1.863928], [0.631622, 0.484678, -1.809457], [2.622546, 0.601979, 0.508634], [1.047129, -0.143255, 0.657365], [0.976162, 2.630453, -0.455055], [1.718744, 2.527944, 1.120475], [-0.778401, 3.000967, 1.046815], [-0.166945, 1.860277, 2.221784], [-1.375897, 0.096467, 1.261202], [-1.027588, 0.618946, -0.380783], [-2.716385, 2.468137, -0.063372], [-3.195347, 1.702607, 1.460261], [-3.541328, 0.743346, -1.385102], [-3.279876, -0.465371, -0.117248], [-5.376070, 1.632563, 0.414276], [-5.423997, 0.161143, 2.211139], [-4.647959, -1.118734, 1.298920], [-6.843986, -1.837387, 1.937804], [-7.605084, -0.375392, 1.313918], [-7.997326, -1.500495, -0.578043], [-6.927880, -3.723084, -1.165078], [-7.837080, -3.665636, 0.362074], [-5.090077, -1.581358, -1.069479], [-6.309984, -1.523507, -2.152134], [-5.633832, 0.694623, -2.014142], [-7.071115, 0.600920, -0.984532], [3.108263, 2.866711, -3.696134], [4.012818, 3.185065, -4.619465], [3.738230, 3.985709, -5.718610], [2.454084, 4.482744, -5.869259], [1.501284, 4.158732, -4.916587], [1.878958, 3.350926, -3.854661], [5.006864, 2.778892, -4.469020], [4.515304, 4.212727, -6.435443], [2.200850, 5.111821, -6.712805], [0.486155, 4.524452, -4.991730], [1.161911, 3.076828, -3.086888], [1.837562, 2.336859, 3.925722], [3.016162, 2.946907, 4.052123], [3.532432, 3.362419, 5.271161], [2.787204, 3.140843, 6.417268], [1.558318, 2.509437, 6.299326], [1.132897, 2.127892, 5.036328], [3.577384, 3.102238, 3.137986], [4.499195, 3.845955, 5.311545], [3.156341, 3.452246, 7.386027], [0.941971, 2.314595, 7.166469], [0.177839, 1.627743, 4.907487], [5.831008, 2.942912, 2.378749], [6.165791, 1.714198, 2.767654], [7.475202, 1.302164, 2.962553], [8.493492, 2.215200, 2.739708], [8.160121, 3.497239, 2.333264], [6.819149, 3.810373, 2.168307], [5.340371, 1.028319, 2.932728], [7.687540, 0.290890, 3.281646], [9.528704, 1.932772, 2.880803], [8.921178, 4.242535, 2.147347], [6.519994, 4.803867, 1.852970], [-4.645396, -3.393618, -3.310179], [-4.799407, -4.625019, -2.815582], [-4.792835, -5.770864, -3.592979], [-4.620977, -5.637167, -4.961638], [-4.456271, -4.367895, -5.490569], [-4.472773, -3.283285, -4.629111], [-4.918720, -4.690357, -1.740042], [-4.915493, -6.741992, -3.134050], [-4.609716, -6.507556, -5.604049], [-4.312546, -4.217230, -6.551186], [-4.334163, -2.278070, -5.010301]], "forces_ev_per_a": [[-0.1, -0.1, -0.2], [0.0, 0.4, -0.2], [0.1, -0.5, 0.0], [0.1, 0.5, 0.1], [0.0, -0.3, -0.1], [0.1, 0.2, -0.2], [0.2, 0.0, -0.1], [0.0, 0.3, 0.1], [0.1, 0.0, 0.2], [0.1, 0.2, -0.2], [-0.2, 0.1, 0.1], [0.2, -0.2, -0.2], [0.0, 0.2, 0.4], [0.0, -0.2, -0.1], [-0.1, 0.1, 0.0], [0.1, 0.0, -0.1], [-0.3, 0.1, 0.3], [0.2, 0.0, 0.3], [0.2, 0.0, -0.4], [-0.3, -0.1, -0.2], [0.3, 0.0, 0.3], [-0.4, 0.1, -0.2], [0.5, 0.2, 0.1], [0.2, 0.0, 0.0], [0.0, 0.0, 0.1], [0.0, 0.0, 0.1], [-0.1, -0.3, 0.2], [0.1, 0.0, 0.0], [0.1, 0.0, 0.1], [0.0, 0.1, -0.1], [-0.1, -0.1, 0.1], [0.0, -0.1, -0.1], [-0.2, 0.0, 0.0], [0.1, 0.1, 0.1], [-0.1, -0.1, 0.0], [0.1, 0.0, 0.1], [0.0, 0.0, 0.1], [0.0, -0.1, 0.0], [0.0, -0.2, 0.0], [0.0, 0.0, 0.0], [-0.1, -0.1, -0.1], [-0.1, 0.1, 0.0], [0.0, 0.0, 0.1], [-0.1, -0.1, 0.0], [0.1, -0.1, -0.1], [0.1, 0.0, 0.0], [-0.2, 0.1, 0.1], [0.0, 0.1, 0.0], [0.0, 0.0, 0.0], [-0.1, 0.0, -0.2], [-0.1, 0.0, -0.1], [0.1, 0.0, 0.0], [0.0, 0.0, 0.1], [-0.1, 0.0, 0.0], [0.0, 0.0, 0.0], [0.1, -0.1, -0.2], [-0.1, 0.1, 0.0], [0.0, 0.0, 0.0], [0.0, -0.1, 0.0], [0.2, -0.1, 0.0], [-0.1, -0.1, 0.0], [0.0, -0.1, 0.0], [0.0, 0.0, 0.0], [0.0, 0.0, 0.0], [0.0, 0.0, 0.0], [0.0, 0.0, 0.0], [0.0, 0.0, 0.0], [0.0, 0.0, 0.0], [0.0, 0.0, 0.0], [0.0, 0.0, 0.0], [0.0, 0.0, 0.0], [0.0, 0.0, 0.0], [0.0, 0.0, 0.0], [-0.1, 0.0, 0.0], [-0.1, 0.0, -0.1], [0.0, 0.0, 0.0], [0.0, 0.0, 0.0], [0.0, 0.0, 0.0], [0.0, 0.0, 0.0], [0.0, 0.0, 0.0], [0.0, 0.0, 0.0], [0.0, 0.0, 0.0], [0.0, 0.0, 0.0], [0.0, 0.0, 0.0], [0.1, 0.0, 0.0], [-0.1, 0.0, 0.0], [0.0, 0.0, 0.0], [0.0, 0.0, 0.0], [0.0, 0.0, 0.0], [0.0, 0.0, 0.0], [0.0, 0.0, 0.0], [0.0, 0.0, 0.0], [0.0, 0.0, 0.0], [0.0, 0.0, 0.0], [0.0, 0.0, 0.0], [-0.2, 0.1, 0.1], [0.0, 0.0, 0.0], [0.0, 0.0, 0.0], [0.0, 0.0, 0.0], [0.0, 0.0, 0.0], [0.0, 0.1, 0.0], [0.1, 0.0, 0.0], [0.0, 0.0, 0.0], [0.0, 0.0, 0.0], [0.0, 0.0, 0.0], [0.0, 0.0, 0.0]], "lowdin_charge": [-0.096, -0.251, -0.221, -0.191, -0.193, -0.201, -0.221, -0.212, -0.187, -0.194, -0.210, -0.198, -0.178, -0.286, -0.126, -0.112, -0.236, -0.184, -0.149, 0.037, 0.134, 0.108, -0.077, 0.067, 0.056, 0.053, 0.099, 0.096, 0.074, 0.104, 0.105, 0.102, 0.102, 0.102, 0.102, 0.104, 0.093, 0.099, 0.100, 0.096, 0.101, 0.089, 0.107, 0.085, 0.117, 0.102, 0.119, 0.120, 0.119, 0.110, 0.150, 0.127, 0.116, 0.125, 0.126, 0.159, 0.117, 0.141, 0.164, 0.168, 0.135, 0.139, 0.056, -0.149, -0.071, -0.080, -0.074, -0.159, 0.105, 0.102, 0.106, 0.099, 0.090, 0.058, -0.152, -0.065, -0.077, -0.076, -0.162, 0.075, 0.102, 0.106, 0.100, 0.097, 0.047, -0.151, -0.067, -0.076, -0.070, -0.146, 0.093, 0.102, 0.107, 0.102, 0.105, 0.036, -0.159, -0.052, -0.056, -0.056, -0.149, 0.074, 0.110, 0.115, 0.110, 0.105]}

Record 2
{"formula": "C4H4INO", "method": "the ωB97M-V functional and the def2-TZVPD basis", "e_above_lowest_kj_mol": 255.94, "lumo_energy_ev": -0.81, "gap_ev": 9.05, "e_homo_ev": -9.86, "e_tot_ha": -582.35052, "species": ["C", "C", "C", "C", "N", "O", "I", "H", "H", "H", "H"], "coordinates": [[-0.213982, 0.031493, 1.773060], [0.474032, -0.437807, -1.580913], [0.713575, 0.648835, 2.236057], [-0.864248, -0.076266, -2.144061], [0.509271, -1.249315, -0.613044], [-1.252437, 0.927115, -2.686443], [2.341128, -1.915731, -0.189797], [-1.075447, -0.261339, 1.270722], [1.295543, 0.116379, -2.187168], [1.557952, 0.960141, 2.757239], [-1.591398, -0.880444, -1.974761]], "forces_ev_per_a": [[1.2, 1.6, 0.7], [0.9, 1.9, -1.7], [-1.3, -1.4, -0.4], [-1.8, -0.3, 0.6], [-0.3, 0.2, -1.2], [1.3, -0.1, 0.1], [0.9, -0.3, 0.6], [-0.8, -0.6, -0.4], [-0.7, -1.2, 1.4], [0.8, 0.6, 0.4], [-0.2, -0.3, 0.1]], "nbo_charge": [-0.221, -0.004, -0.236, 0.380, -0.533, -0.472, 0.334, 0.229, 0.187, 0.228, 0.108]}

Record 3
{"formula": "C5H6N2", "method": "the ωB97M-V functional and the def2-TZVPD basis", "e_above_lowest_kj_mol": 285.60, "lumo_energy_ev": 0.90, "gap_ev": 10.59, "e_homo_ev": -9.68, "e_tot_ha": -303.52729, "species": ["N", "C", "C", "C", "C", "C", "N", "H", "H", "H", "H", "H", "H"], "coordinates": [[-0.353773, 2.935715, -0.029796], [-0.481927, 1.908597, -0.553331], [-0.591501, 0.552000, -1.069183], [0.386283, -0.562574, -0.812645], [1.047808, -0.764325, 0.520750], [-0.394184, -0.346516, 1.153329], [-0.990650, -0.560183, -0.202232], [-1.144596, 0.480266, -2.022306], [0.758387, -1.085347, -1.691785], [1.118320, -1.846026, 0.682818], [2.076456, -0.378116, 0.632518], [-0.901462, -1.014206, 1.870183], [-0.529160, 0.680715, 1.521680]], "forces_ev_per_a": [[-0.2, -1.1, -0.8], [0.4, 0.7, 0.9], [0.0, 0.2, 0.1], [-0.1, 0.0, -0.5], [-0.6, 0.4, 0.5], [0.8, -0.1, -0.2], [-0.5, -0.2, -0.4], [0.6, 0.1, 0.5], [-0.6, -0.4, 0.1], [0.0, 0.2, -0.2], [-0.7, 0.4, 0.6], [0.8, 0.0, -0.3], [0.3, -0.3, -0.2]], "nbo_charge": [-0.310, 0.263, -0.217, -0.057, -0.430, -0.240, -0.343, 0.256, 0.209, 0.219, 0.222, 0.216, 0.212]}